ORCA calculation (ωB97M-V with the def2-TZVPD basis set) on a cluster of 9 separate species, C27H75O30P3S6 in total in a non-equilibrium geometry.

For the LUMO energy (spin up / spin down), the calculation gives -0.1088 / -0.3738 Eh. Its calculated total energy is -183506.1863 eV. The max |F| comes out at 4.81 eV/A. Its expectation value of S² is 0.76. The multiplicity is 2. Its total charge is +1.

CARTESIAN COORDINATES (ANGSTROEM)
O (21.03, -16.32, -15.66)
S (20.43, -17.64, -15.44)
O (20.32, -18.70, -16.46)
O (21.21, -18.26, -14.08)
C (21.22, -19.62, -13.81)
C (21.96, -19.89, -12.41)
C (18.80, -17.39, -14.55)
H (21.75, -20.20, -14.57)
H (20.20, -20.00, -13.84)
H (23.01, -19.83, -12.66)
H (21.77, -20.87, -11.97)
H (21.68, -19.20, -11.61)
H (18.89, -16.48, -13.95)
H (18.57, -18.26, -13.94)
H (17.98, -17.22, -15.25)
O (26.02, -27.32, -15.78)
S (26.53, -27.99, -16.97)
O (26.89, -29.47, -16.93)
O (25.47, -27.80, -18.20)
C (24.25, -28.57, -18.15)
C (23.23, -27.84, -19.09)
C (27.81, -26.94, -17.87)
H (23.84, -28.72, -17.15)
H (24.56, -29.56, -18.47)
H (23.41, -26.77, -19.03)
H (22.18, -27.99, -18.83)
H (23.49, -28.25, -20.06)
H (27.16, -26.13, -18.20)
H (28.30, -27.56, -18.62)
H (28.52, -26.34, -17.30)
O (20.07, -24.73, -16.53)
S (20.11, -24.93, -15.09)
O (19.00, -25.30, -14.23)
O (21.32, -25.99, -14.69)
C (22.19, -26.36, -15.77)
C (23.17, -25.24, -16.14)
C (20.80, -23.42, -14.28)
H (21.66, -26.82, -16.60)
H (22.89, -27.11, -15.39)
H (22.61, -24.70, -16.90)
H (24.08, -25.54, -16.65)
H (23.51, -24.61, -15.32)
H (20.01, -22.67, -14.28)
H (21.64, -23.15, -14.92)
H (21.01, -23.79, -13.28)
O (17.80, -20.90, -14.56)
S (16.76, -22.02, -14.36)
O (16.51, -23.06, -15.37)
O (17.04, -22.69, -12.85)
C (17.72, -21.85, -11.88)
C (17.88, -22.80, -10.70)
C (15.14, -21.17, -14.09)
H (17.11, -21.05, -11.45)
H (18.71, -21.52, -12.18)
H (18.54, -23.64, -10.92)
H (17.02, -23.14, -10.12)
H (18.52, -22.19, -10.06)
H (14.87, -20.77, -15.07)
H (15.29, -20.49, -13.25)
H (14.59, -22.10, -13.96)
O (26.46, -26.11, -8.80)
S (27.28, -26.21, -10.01)
O (28.34, -27.29, -10.16)
O (26.27, -26.13, -11.31)
C (26.45, -27.09, -12.32)
C (25.15, -27.44, -13.00)
C (28.09, -24.53, -10.18)
H (26.77, -28.05, -11.93)
H (27.30, -26.85, -12.96)
H (25.11, -28.34, -13.61)
H (24.61, -26.58, -13.39)
H (24.64, -27.61, -12.05)
H (28.64, -24.17, -9.31)
H (27.19, -23.93, -10.33)
H (28.60, -24.28, -11.12)
O (13.90, -26.76, -11.11)
S (14.76, -26.33, -12.22)
O (14.84, -26.98, -13.51)
O (14.51, -24.73, -12.51)
C (13.21, -24.18, -12.78)
C (12.83, -24.40, -14.22)
C (16.50, -26.14, -11.50)
H (13.16, -23.12, -12.52)
H (12.46, -24.70, -12.18)
H (12.94, -25.44, -14.53)
H (13.44, -23.96, -15.01)
H (11.81, -24.07, -14.43)
H (17.17, -25.79, -12.28)
H (16.66, -27.19, -11.22)
H (16.33, -25.58, -10.58)
C (27.30, -19.15, -14.01)
O (27.85, -20.41, -13.79)
P (26.94, -21.62, -13.23)
O (27.59, -22.87, -13.05)
O (25.65, -21.49, -14.25)
C (24.50, -22.35, -14.15)
O (26.51, -20.94, -11.87)
C (25.60, -21.55, -11.01)
H (27.58, -18.48, -13.21)
H (26.21, -19.12, -14.08)
H (27.68, -18.62, -14.88)
H (23.63, -21.80, -13.80)
H (24.72, -23.24, -13.58)
H (24.32, -22.65, -15.18)
H (24.54, -21.40, -11.23)
H (25.70, -21.11, -10.02)
H (25.73, -22.63, -10.91)
C (21.01, -29.59, -13.81)
O (21.32, -30.79, -14.52)
P (22.22, -30.76, -15.91)
O (21.65, -29.88, -16.99)
O (23.67, -30.23, -15.31)
C (24.41, -31.09, -14.46)
O (22.31, -32.33, -16.30)
C (22.93, -32.67, -17.48)
H (20.93, -28.70, -14.44)
H (21.67, -29.36, -12.98)
H (20.00, -29.72, -13.43)
H (24.07, -32.12, -14.37)
H (24.51, -30.59, -13.49)
H (25.43, -31.13, -14.83)
H (22.12, -32.96, -18.15)
H (23.52, -33.57, -17.30)
H (23.63, -31.94, -17.89)
C (21.07, -25.24, -10.07)
O (21.12, -23.79, -9.78)
P (22.05, -23.09, -8.62)
O (22.34, -21.65, -8.89)
O (21.28, -23.31, -7.22)
C (19.96, -22.86, -6.94)
O (23.30, -24.04, -8.42)
C (24.48, -23.75, -7.65)
H (20.07, -25.63, -9.89)
H (21.84, -25.81, -9.55)
H (21.08, -25.47, -11.13)
H (19.31, -23.05, -7.79)
H (20.03, -21.78, -6.78)
H (19.73, -23.33, -5.98)
H (24.68, -24.67, -7.11)
H (24.07, -23.16, -6.83)
H (25.26, -23.28, -8.25)